Formula: C31H62Cl4N6O15
Source: OMol25
Level of theory: wB97M-V/def2-TZVPD

Bonds (Å) are listed after each position.
Element x y z (Å)
1 C 2.4636 1.1198 -1.6250  C2 1.557, O6 1.404, H7 1.093, H8 1.087
2 C 3.6778 1.7305 -2.3844  C1 1.557, O3 1.422, H9 1.091, H10 1.085
3 O 3.8125 0.8676 -3.5060  C2 1.422, C4 1.356
4 C 3.0440 -0.2410 -3.3642  O3 1.356, O5 1.174, O6 1.352
5 O 3.0159 -1.1516 -4.1054  C4 1.174
6 O 2.3775 -0.1627 -2.1910  C1 1.404, C4 1.352
7 H 1.5207 1.6366 -1.8229  C1 1.093
8 H 2.6599 1.0701 -0.5569  C1 1.087
9 H 4.5894 1.6082 -1.7982  C2 1.091
10 H 3.4483 2.7403 -2.7083  C2 1.085
11 C -1.8496 5.5648 -1.0639  C12 1.488, O16 1.440, H17 1.085, H18 1.095
12 C -0.5592 6.0215 -1.6480  C11 1.488, O13 1.431, H19 1.085, H20 1.096
13 O 0.4021 5.2001 -0.9785  C12 1.431, C14 1.353
14 C -0.2312 4.1138 -0.4786  O13 1.353, O15 1.187, O16 1.343
15 O 0.3280 3.2060 0.0440  C14 1.187
16 O -1.5511 4.2020 -0.7081  C11 1.440, C14 1.343
17 H -2.7129 5.5470 -1.7216  C11 1.085
18 H -2.0675 6.0773 -0.1212  C11 1.095
19 H -0.4077 7.0930 -1.5660  C12 1.085
20 H -0.5403 5.7098 -2.6988  C12 1.096
21 C 4.0026 5.0468 -1.1067  C22 1.525, O26 1.438, H27 1.091, H28 1.090
22 C 5.5087 4.9582 -0.8833  C21 1.525, O23 1.433, H29 1.088, H30 1.086
23 O 5.5746 4.0347 0.2103  C22 1.433, C24 1.353
24 C 4.3895 3.4114 0.4061  O23 1.353, O25 1.192, O26 1.340
25 O 4.2464 2.4720 1.1253  C24 1.192
26 O 3.4293 3.9736 -0.3406  C21 1.438, C24 1.340
27 H 3.6767 4.9352 -2.1420  C21 1.091
28 H 3.4853 5.9360 -0.7453  C21 1.090
29 H 5.8586 5.9416 -0.5777  C22 1.088
30 H 6.1005 4.5667 -1.7049  C22 1.086
31 C -3.1210 -3.1662 0.4659  C32 1.517, H36 1.085, H37 1.087, H38 1.092
32 C -3.8789 -2.8381 1.7384  C31 1.517, O33 1.233, N34 1.343
33 O -3.2857 -2.7091 2.8114  C32 1.233
34 N -5.2002 -2.6103 1.6616  C32 1.343, C35 1.439, H39 1.007
35 C -6.0240 -2.2800 2.7943  N34 1.439, H40 1.092, H41 1.088, H42 1.089
36 H -2.0618 -3.0572 0.6752  C31 1.085
37 H -3.5235 -2.5266 -0.3157  C31 1.087
38 H -3.2430 -4.2358 0.2807  C31 1.092
39 H -5.6076 -2.6165 0.7406  N34 1.007
40 H -5.9871 -1.2211 3.0569  C35 1.092
41 H -5.6962 -2.8465 3.6639  C35 1.088
42 H -7.0644 -2.5493 2.6211  C35 1.089
43 C 1.6684 -0.6280 7.3836  C44 1.524, H48 1.091, H49 1.087, H50 1.091
44 C 0.9230 -0.5280 6.0582  C43 1.524, O45 1.218, N46 1.356
45 O 1.0645 0.4762 5.3831  C44 1.218
46 N 0.0960 -1.5464 5.7152  C44 1.356, C47 1.444, H51 1.003
47 C -0.7679 -1.5088 4.5588  N46 1.444, H52 1.090, H53 1.089, H54 1.092
48 H 1.3872 -1.4650 8.0252  C43 1.091
49 H 1.6164 0.2806 7.9783  C43 1.087
50 H 2.7237 -0.7366 7.1290  C43 1.091
51 H 0.1245 -2.3781 6.2750  N46 1.003
52 H -1.3336 -0.5807 4.4780  C47 1.090
53 H -1.5320 -2.2845 4.5938  C47 1.089
54 H -0.2396 -1.6736 3.6176  C47 1.092
55 C -2.8645 -1.4299 -3.4685  C56 1.523, H60 1.096, H61 1.085, H62 1.093
56 C -2.8054 -2.9490 -3.3846  C55 1.523, O57 1.229, N58 1.345
57 O -3.5681 -3.6054 -4.0901  C56 1.229
58 N -1.8816 -3.5006 -2.5770  C56 1.345, C59 1.428, H63 1.010
59 C -1.6939 -4.9118 -2.4612  N58 1.428, H64 1.094, H65 1.089, H66 1.094
60 H -3.1785 -1.0086 -2.5063  C55 1.096
61 H -3.5787 -1.0002 -4.1630  C55 1.085
62 H -1.8551 -1.1091 -3.7400  C55 1.093
63 H -1.2870 -2.8406 -2.0961  N58 1.010
64 H -2.6556 -5.4050 -2.2916  C59 1.094
65 H -1.0465 -5.1617 -1.6219  C59 1.089
66 H -1.2785 -5.4037 -3.3456  C59 1.094
67 C -1.4396 0.0347 0.4122  C68 1.515, H72 1.088, H73 1.088, H74 1.094
68 C -0.1701 -0.7383 0.1177  C67 1.515, O69 1.230, N70 1.352
69 O -0.1186 -1.4714 -0.8685  C68 1.230
70 N 0.9230 -0.5242 0.8842  C68 1.352, C71 1.459, H75 1.009
71 C 1.1031 0.5553 1.8493  N70 1.459, H76 1.092, H77 1.091, H78 1.086
72 H -1.8912 -0.3134 1.3390  C67 1.088
73 H -2.1540 -0.0615 -0.4032  C67 1.088
74 H -1.2335 1.1086 0.4271  C67 1.094
75 H 1.7339 -1.0274 0.5569  N70 1.009
76 H 2.0614 1.0693 1.7499  C71 1.092
77 H 1.0449 0.1147 2.8454  C71 1.091
78 H 0.3778 1.3488 1.6958  C71 1.086
79 C 1.6732 -7.4059 -3.6637  C80 1.515, H84 1.089, H85 1.092, H86 1.085
80 C 1.8319 -5.9000 -3.6325  C79 1.515, O81 1.220, N82 1.365
81 O 1.9647 -5.2387 -4.6491  C80 1.220
82 N 1.9151 -5.3014 -2.4082  C80 1.365, C83 1.469, H87 1.008
83 C 1.8940 -3.8409 -2.2568  N82 1.469, H88 1.092, H89 1.089, H90 1.082
84 H 0.6186 -7.6572 -3.5563  C79 1.089
85 H 2.2582 -7.8521 -2.8563  C79 1.092
86 H 2.0852 -7.8134 -4.5814  C79 1.085
87 H 1.5233 -5.8446 -1.6544  N82 1.008
88 H 1.2410 -3.4561 -3.0434  C83 1.092
89 H 2.8498 -3.4059 -2.5450  C83 1.089
90 H 1.5741 -3.6235 -1.2464  C83 1.082
91 C 0.0739 1.0789 -5.2048  C92 1.513, H96 1.093, H97 1.083, H98 1.093
92 C -1.3837 1.2463 -5.5750  C91 1.513, O93 1.226, N94 1.355
93 O -1.8040 0.9165 -6.6787  C92 1.226
94 N -2.2562 1.7229 -4.6547  C92 1.355, C95 1.459, H99 1.004
95 C -2.0571 2.1429 -3.2719  N94 1.459, H100 1.089, H101 1.089, H102 1.098
96 H 0.4094 1.9841 -4.6915  C91 1.093
97 H 0.6104 0.8622 -6.1199  C91 1.083
98 H 0.1879 0.2617 -4.4887  C91 1.093
99 H -3.2358 1.7714 -4.8707  N94 1.004
100 H -1.8570 1.3029 -2.6075  C95 1.089
101 H -2.8912 2.7667 -2.9542  C95 1.089
102 H -1.2462 2.8814 -3.2280  C95 1.098
103 Cl 4.6210 -0.4960 5.1511  C104 1.811
104 C 4.3580 0.9788 4.1331  Cl103 1.811, C105 1.494, H107 1.090, H108 1.085
105 C 5.6576 1.6615 3.8561  C104 1.494, Cl106 1.785, H109 1.085, H110 1.094
106 Cl 6.8392 0.7514 2.8750  C105 1.785
107 H 3.6629 1.5896 4.7088  C104 1.090
108 H 3.7694 0.5992 3.3040  C104 1.085
109 H 6.1921 2.0601 4.7117  C105 1.085
110 H 5.3679 2.5268 3.2533  C105 1.094
111 Cl -5.8442 3.4777 3.2421  C112 1.762
112 C -5.4972 1.9890 4.1181  Cl111 1.762, C113 1.520, H115 1.090, H116 1.087
113 C -4.0131 1.7291 4.3159  C112 1.520, Cl114 1.765, H117 1.094, H118 1.088
114 Cl -3.1213 1.4428 2.8200  C113 1.765
115 H -5.8376 1.1112 3.5684  C112 1.090
116 H -5.9957 1.9950 5.0843  C112 1.087
117 H -3.9444 0.7855 4.8653  C113 1.094
118 H -3.4674 2.4310 4.9438  C113 1.088

Computed properties:
- ΔE to the lowest compared entry with this formula, charge and spin (eV) = 0.3497
- maximum force (eV/Å) = 2.13
- energy (eV) = -122898.2805
- 2S+1 = 1
- HOMO energy (eV) = -8.9196
- gap between HOMO and LUMO (eV) = 8.819
- SMILES = O=C1OCCO1.O=C1OCCO1.O=C1OCCO1.CNC(C)=O.CNC(C)=O.CNC(C)=O.CNC(C)=O.CNC(C)=O.CNC(C)=O.ClCCCl.ClCCCl

Results of the Löwdin charge analysis, in e, for atoms 1 through 6: -0.113, -0.094, 0.059, -0.577, 0.186, 0.042